Entry 1:
11
Properties=species:S:1:pos:R:3 method="wB97M-V/def2-TZVPD" total_charge=0 e_tot_ev=-26349.4472 de_lowest_kcal_mol=75.8
H -0.381 0.069 1.636
N 0.306 0.028 0.941
C 1.388 0.629 0.834
S 2.076 2.092 1.759
H 1.987 0.305 -0.006
H 1.176 2.327 2.644
C -1.225 -1.321 -0.966
C -1.683 -0.868 -2.140
S -2.221 -0.504 -3.560
H -0.701 -2.229 -0.798
H -0.719 -0.529 -0.344

***

Entry 2:
12
Properties=species:S:1:pos:R:3 method="wB97M-V/def2-TZVPD" total_charge=0 e_tot_ev=-37183.0843 de_lowest_kcal_mol=100.9
C -0.500 1.266 0.979
C 0.294 -0.518 -0.544
C 1.701 -0.336 -0.683
H -1.474 0.695 1.245
H -0.686 2.542 0.976
H 0.632 0.583 1.449
H 2.008 0.369 -1.358
H -2.380 -0.772 -0.437
N -0.179 -1.701 -0.327
S -0.726 0.953 -0.980
S 3.128 -1.018 -0.144
S -1.818 -2.064 -0.177

***

Entry 3:
13
Properties=species:S:1:pos:R:3 method="wB97M-V/def2-TZVPD" total_charge=0 smiles="S=C1NSCSCS1" e_tot_ev=-48022.6039 de_lowest_kcal_mol=0.0
S 3.070 0.068 0.183
C 1.435 0.043 0.050
N 0.651 1.121 0.429
S -0.657 1.702 -0.486
C -2.063 0.986 0.386
S -2.421 -0.737 0.002
C -0.874 -1.487 0.534
S 0.619 -1.405 -0.535
H 1.173 1.853 0.887
H -1.898 1.119 1.469
H -2.941 1.557 0.073
H -1.046 -2.562 0.598
H -0.606 -1.127 1.533

***

Entry 4:
13
Properties=species:S:1:pos:R:3 method="wB97M-V/def2-TZVPD" total_charge=+2 e_tot_ev=-18426.6394 multiplicity=2
H 0.179 -0.508 0.952
O 1.188 0.632 -0.078
C 1.424 -0.627 -0.613
C 0.836 -1.490 0.562
C -3.893 1.298 0.079
O -2.953 1.602 -0.540
O -4.816 1.030 0.709
Na 3.148 1.775 0.778
Tl -0.600 1.973 -1.181
H 2.491 -0.877 -0.714
H 0.804 -0.820 -1.502
H 1.551 -1.500 1.392
H 0.642 -2.488 0.155